13
Properties=species:S:1:pos:R:3 method="wB97M-V/def2-TZVPD" homo_lumo_gap_ev=10.265 de_lowest_kcal_mol=139.2 fmax_ev_per_a=13.78
O 1.19 -0.13 -0.64
O -2.06 -0.78 0.17
N 0.15 -0.75 0.03
C -1.11 -0.16 0.02
C 2.35 0.12 0.38
C -1.10 1.41 -0.08
H 3.11 0.47 -0.37
H 0.29 -1.91 -0.07
H -0.70 1.61 1.10
H 2.80 -0.62 0.67
H -2.22 1.81 -0.24
H -0.27 1.73 -0.74
H 2.00 1.11 1.26